Formula: H33O16
Source: the Open Molecules 2025 dataset
Level of theory: the ωB97M-V functional and the def2-TZVPD basis

Positions of all 49 atoms, in Å:
O: 1.805 -3.289 0.957
H: 1.933 -2.977 -0.044
H: -2.138 0.425 -2.834
H: -0.003 -0.931 -0.138
H: -1.026 1.558 -0.312
O: -0.423 -0.460 3.846
O: 0.149 -1.886 -0.127
H: 5.435 -0.893 -0.471
H: 3.271 2.450 -1.952
H: -2.228 3.023 1.863
O: -0.784 0.575 -0.154
H: -0.782 -2.171 -0.422
H: -0.131 -0.903 3.061
H: -2.406 3.194 0.364
O: -3.660 -0.357 -0.233
O: -4.599 2.234 -2.158
H: -0.961 3.276 -2.598
O: 2.529 -1.061 1.348
H: -4.194 0.401 -0.494
H: 3.236 -1.029 0.636
O: -3.141 -3.314 -0.618
O: 3.150 2.352 -1.018
O: -2.757 2.641 1.095
H: 2.975 -1.307 2.159
H: 3.094 1.415 -0.822
H: 4.352 -0.831 -1.471
H: -0.015 2.416 -1.729
H: -4.943 3.103 -2.293
H: -1.598 0.253 0.215
H: -3.248 -4.114 -1.146
H: -0.978 0.277 3.666
O: 4.493 -1.063 -0.555
H: -3.612 0.083 -3.302
O: 3.841 -1.587 3.722
O: -2.839 0.682 -3.439
H: 0.933 3.341 2.652
H: -4.161 -0.574 0.618
H: 1.074 -1.016 -3.308
H: 1.905 -2.090 1.280
H: 2.136 2.879 1.705
O: 1.785 2.922 2.583
O: 0.951 -1.178 -2.334
H: 4.555 -1.148 4.229
H: -3.686 -3.489 0.154
H: 0.800 -3.341 0.588
H: 0.695 -0.405 -1.832
O: -0.946 2.508 -2.018
H: 4.008 -2.533 3.723
H: -3.844 1.938 -2.642

Results
* HOMO: -0.485 Ha
* charge: +1
* orbital gap: 10.301 eV
* energy above the lowest of the compared OMol25 structures with the same formula, charge and spin: 96.3 kcal/mol
* molecular weight: 289.2 g/mol
* energy: -1223.3223 a.u.
* max |F|: 5.27 eV Å⁻¹

---

Formula: H33O17
Source: the Open Molecules 2025 dataset
Level of theory: the ωB97M-V functional and the def2-TZVPD basis

Positions of all 50 atoms, in Å:
O: 1.894 2.228 4.187
O: 2.114 -0.145 2.607
H: -0.638 1.401 2.916
H: -0.368 2.540 -1.079
H: 1.462 0.243 2.018
H: 3.192 -2.806 -0.181
H: 1.240 2.176 3.487
O: 0.937 -6.235 1.548
H: 2.170 0.268 3.476
O: -2.166 0.026 0.160
H: 5.249 -0.527 -1.099
O: -0.179 1.550 -0.055
H: -0.658 1.045 1.446
H: 2.420 -1.810 0.622
O: -3.670 3.325 2.955
H: 1.231 2.582 -3.660
O: -3.528 -1.252 -3.972
O: 2.921 -2.659 0.731
H: -0.724 -3.360 -4.873
H: -0.538 -1.601 3.694
O: -0.558 3.005 -2.016
H: -2.417 3.826 -0.700
O: 5.870 -1.071 -0.610
O: -2.988 4.212 -1.375
H: -1.741 -2.687 -1.400
H: 1.660 2.833 4.885
H: 0.075 -1.295 -0.556
O: -0.333 -2.515 -4.924
H: 0.195 3.572 -2.167
H: 1.836 -5.913 1.453
H: -3.151 -1.172 -3.067
O: -0.958 0.682 2.351
H: -0.319 -1.880 -4.212
H: -2.782 3.299 2.584
H: -4.241 3.196 2.188
H: -1.708 0.764 -0.372
H: 0.492 0.883 -0.158
H: 0.604 -2.844 -0.294
O: 1.876 2.656 -4.379
H: -1.545 -1.232 -0.915
O: -0.622 -0.990 4.425
H: -2.463 0.485 0.929
O: 0.812 -1.916 -0.354
H: 0.514 -5.419 1.849
H: -2.323 4.683 -1.886
H: -3.496 -0.374 -4.358
H: 1.884 1.708 -4.584
H: -0.697 -0.067 4.160
H: 5.340 -1.484 0.084
O: -1.175 -1.937 -1.510

Results
* HOMO: -0.257 Ha
* charge: -1
* orbital gap: 9.119 eV
* energy above the lowest of the compared OMol25 structures with the same formula, charge and spin: 83.9 kcal/mol
* molecular weight: 305.2 g/mol
* energy: -1298.8606 a.u.
* max |F|: 3.02 eV Å⁻¹

---

Formula: H34O17
Source: the Open Molecules 2025 dataset
Level of theory: the ωB97M-V functional and the def2-TZVPD basis

Positions of all 51 atoms, in Å:
H: -2.256 -3.794 2.440
O: -0.520 -2.392 -1.223
O: 1.012 4.398 -0.379
H: -2.767 -0.587 2.688
O: -0.161 4.026 2.390
H: -1.882 -1.287 1.740
H: 2.762 -3.831 1.501
H: 2.703 1.125 -1.567
H: -5.021 -1.971 -2.647
H: 4.318 2.856 -2.112
H: -0.740 -5.082 0.430
H: -4.621 -1.214 -1.202
H: 4.031 -1.454 -0.548
O: -2.944 -4.151 3.013
H: -3.731 2.623 2.120
O: 2.281 -0.328 -4.349
H: -2.402 -4.527 3.714
O: 3.914 -0.778 -1.235
H: 2.104 0.936 3.740
H: 0.098 -3.128 -1.199
O: 4.195 3.126 -3.010
O: -2.830 2.931 2.250
O: 2.025 1.644 -2.026
O: 0.016 -1.845 1.522
H: 3.007 0.293 -4.239
H: -1.774 -6.045 1.014
H: 0.079 -1.717 -1.609
H: 0.771 3.772 -1.086
O: -2.409 -0.474 1.794
H: 0.732 1.466 4.286
O: -0.368 3.408 -2.808
H: -0.452 -1.810 0.676
O: 3.199 -3.005 1.261
H: -0.074 3.751 -3.661
H: 0.241 -0.955 1.822
H: -2.907 3.318 3.116
H: -3.363 0.510 -0.939
H: 0.044 2.534 -2.770
H: 0.275 5.012 -0.466
O: -0.845 -5.988 0.743
H: 4.457 -0.103 -0.832
H: 3.586 3.875 -3.038
H: 0.124 3.105 2.410
O: 1.146 0.835 3.683
H: 2.526 -2.320 1.178
O: -3.886 0.038 -0.295
H: 2.513 2.261 -2.597
H: 2.796 -1.131 -4.468
H: -1.022 3.920 2.007
O: -4.536 -1.953 -1.815
H: -3.445 0.108 0.584

Results
* HOMO: -0.371 Ha
* charge: 0
* orbital gap: 9.885 eV
* energy above the lowest of the compared OMol25 structures with the same formula, charge and spin: 67.6 kcal/mol
* molecular weight: 306.3 g/mol
* energy: -1299.4223 a.u.
* max |F|: 1.77 eV Å⁻¹

---

Formula: H34O17
Source: the Open Molecules 2025 dataset
Level of theory: the ωB97M-V functional and the def2-TZVPD basis

Positions of all 51 atoms, in Å:
H: 0.404 -0.499 4.227
H: 2.861 0.902 3.007
O: -2.696 -0.428 -0.738
H: 0.579 -2.050 -2.314
H: -3.929 2.156 0.446
H: 3.023 -1.314 0.648
O: 0.659 0.511 -2.392
H: 0.919 0.550 3.260
O: -1.782 -0.310 -3.323
H: 1.478 -1.418 2.266
O: -1.915 1.580 2.213
O: -3.542 2.094 -0.475
O: -1.402 2.765 -2.169
O: 1.194 -1.438 1.332
H: 0.260 0.566 -1.513
H: 0.911 1.993 -0.127
H: 2.848 1.704 -0.520
O: 3.700 -1.936 0.436
H: -1.073 3.614 -1.873
O: 2.400 -1.569 -2.056
H: 1.102 1.326 -2.415
O: 0.883 2.925 -0.328
H: -0.749 -1.189 2.812
H: -1.048 -0.051 -0.306
O: -1.516 -1.648 2.482
H: 2.112 2.120 2.238
H: -0.015 3.135 -0.148
H: -1.233 -2.154 1.720
H: 2.622 -2.011 -1.234
H: -1.449 1.210 2.910
H: 4.496 -1.412 0.436
O: -0.954 -3.249 0.302
H: 0.278 -0.116 0.569
H: -2.371 -0.633 -1.618
H: -0.583 -3.000 -0.566
H: -3.420 1.140 -0.644
H: 2.428 0.892 0.718
O: -0.330 -2.182 -1.995
H: -0.961 -1.665 -2.518
H: 0.968 -2.381 1.296
H: -1.622 1.153 1.399
O: 2.245 1.179 2.251
O: 2.670 0.807 -0.231
H: -1.915 -3.235 0.243
H: -0.848 0.007 -3.266
H: -1.963 -0.146 -4.235
O: -0.338 0.475 0.120
H: -3.533 -0.833 -0.750
H: -1.977 2.508 -1.439
H: 1.987 -0.701 -1.818
O: 0.133 0.257 3.682

Results
* HOMO: -0.379 Ha
* charge: 0
* orbital gap: 9.605 eV
* energy above the lowest of the compared OMol25 structures with the same formula, charge and spin: 33.1 kcal/mol
* molecular weight: 306.3 g/mol
* energy: -1299.4772 a.u.
* max |F|: 3.26 eV Å⁻¹

---

Formula: H35O17
Source: the Open Molecules 2025 dataset
Level of theory: the ωB97M-V functional and the def2-TZVPD basis

Positions of all 52 atoms, in Å:
H: -0.891 -0.154 -1.953
O: -0.837 -3.669 -2.390
H: 2.906 0.467 3.897
H: 1.074 3.481 3.743
H: -0.289 1.039 4.844
H: -2.929 2.382 -3.039
H: 2.573 -3.003 -0.415
H: 4.084 1.114 3.282
O: -1.371 -0.240 -1.137
H: -2.187 2.470 -0.425
H: 0.549 3.003 -3.002
H: -0.465 0.443 1.093
H: -4.217 1.709 2.053
H: 2.193 3.077 -2.614
H: -3.231 0.791 1.381
H: -2.360 -3.167 -0.347
O: 0.887 3.032 2.955
H: 0.747 -1.451 0.201
H: -1.686 0.769 -0.919
O: -3.400 1.666 1.650
H: 3.006 -2.435 1.266
H: -2.920 3.982 -3.019
H: -1.342 2.838 0.640
O: -1.747 -2.459 -0.148
O: 1.602 -3.002 -1.695
H: -2.963 0.704 -3.629
H: -3.508 3.529 -1.513
O: 1.358 -1.594 1.020
H: 1.718 -2.080 -2.016
H: 2.526 -1.221 2.725
H: 0.775 -3.107 -1.473
O: 3.186 -3.163 0.368
H: 3.121 -4.149 0.520
O: -0.161 0.211 1.888
O: -1.296 2.315 -0.126
H: 0.894 -1.188 1.733
O: -2.918 1.358 -2.907
H: -1.380 -3.575 -1.596
H: 0.267 -0.583 -5.476
H: -0.256 -1.945 -5.186
O: -0.383 -1.002 -4.895
O: 0.577 0.871 4.553
H: 0.616 3.580 2.292
O: 2.560 -2.135 2.811
O: 1.348 3.470 -3.114
H: 0.745 1.479 3.942
O: 3.772 0.240 3.388
H: -2.318 -1.702 -0.568
H: -1.085 -3.079 -3.025
H: -0.304 0.910 2.560
O: -2.782 3.764 -2.130
H: 3.390 -2.221 3.310

Results
* HOMO: -0.494 Ha
* charge: +1
* orbital gap: 10.971 eV
* energy above the lowest of the compared OMol25 structures with the same formula, charge and spin: 153.1 kcal/mol
* molecular weight: 307.3 g/mol
* energy: -1299.6649 a.u.
* max |F|: 8.86 eV Å⁻¹

---

Formula: H36IO18
Source: the Open Molecules 2025 dataset
Level of theory: the ωB97M-V functional and the def2-TZVPD basis

Positions of all 55 atoms, in Å:
O: 4.247 -2.812 1.505
O: 0.124 -4.626 -1.451
H: 2.375 2.246 0.723
H: -2.341 1.143 -3.771
H: 3.339 -0.068 3.051
O: -2.095 4.983 1.147
H: 0.675 1.706 3.402
O: -2.853 -2.328 0.999
O: 3.377 -0.373 -0.005
H: -3.113 0.379 0.533
H: -4.408 -0.401 0.597
H: 0.181 1.717 1.971
H: 4.222 -2.046 0.932
O: 2.798 2.735 0.017
O: 5.357 0.860 -1.190
H: -1.235 -1.223 4.156
H: 2.084 2.962 -0.579
O: -3.960 3.135 2.564
O: -0.759 -0.450 -5.132
H: 3.181 -0.093 0.889
H: -0.650 -0.721 2.853
H: 2.554 -0.256 -0.479
H: -3.460 2.015 -4.300
H: -1.164 2.404 -0.918
O: -4.062 0.491 0.587
O: 0.209 2.249 2.766
H: -2.603 -3.233 0.812
H: -2.252 5.739 0.581
H: 3.831 -3.507 0.996
O: -0.407 -0.981 3.742
H: 4.567 0.444 -0.846
H: -0.868 -1.117 -5.810
H: -0.082 -4.529 -2.380
O: 2.169 -1.526 4.093
H: -1.501 -1.302 -1.987
O: -0.288 -3.898 -4.146
H: -2.022 4.243 0.544
H: -1.077 -0.868 -4.332
H: -0.684 3.830 -1.086
O: -3.276 1.321 -3.666
H: -2.602 -1.661 -2.962
H: 1.220 -1.656 4.089
H: -3.207 3.331 2.006
H: 5.511 1.602 -0.606
I: -0.210 -0.048 -0.034
H: -0.552 -3.158 -3.599
H: 2.521 -2.339 4.455
O: 3.845 0.635 2.644
H: -0.715 -4.508 -1.005
H: -4.132 2.205 2.418
H: 3.943 1.291 3.333
H: -0.522 -3.635 -5.036
H: -2.085 -1.812 0.756
O: -1.479 3.298 -1.050
O: -1.668 -1.789 -2.794

Results
* HOMO: -0.247 Ha
* charge: -1
* orbital gap: 8.713 eV
* energy above the lowest of the compared OMol25 structures with the same formula, charge and spin: 16.7 kcal/mol
* molecular weight: 451.2 g/mol
* energy: -1673.7639 a.u.
* max |F|: 1.40 eV Å⁻¹

---

> What is the max |F| in the second record?

3.02 eV Å⁻¹

---

> The lowest HOMO belongs to which entry?

H35O17

---

> Among the records above, which one has the lowest HOMO?

H35O17